The following is a DFT calculation (the ωB97M-V functional and the def2-TZVPD basis) of a structure of composition C34H36N2O3SSe2Yb.

```
79
C34H36N2O3SSe2Yb (the ωB97M-V functional and the def2-TZVPD basis)
Yb -0.24393 0.20118 -0.40100
C 6.15981 -3.02383 -1.80035
O 6.37055 -1.57906 -1.80507
C 5.26736 -0.77299 -1.72304
C 5.42625 0.54610 -2.12587
C 4.36861 1.44523 -2.11100
C 3.11403 1.06474 -1.58344
C 2.05625 2.05094 -1.38673
C 2.48927 3.44529 -1.19925
O 0.79468 1.83030 -1.35929
C 2.92229 -0.28506 -1.15967
O 1.79238 -0.72318 -0.73526
C 4.03145 -1.19390 -1.22181
H 7.07787 -3.50639 -2.08971
H 5.39564 -3.25995 -2.55058
H 5.88906 -3.34238 -0.75818
H 6.43469 0.81219 -2.43690
H 4.52780 2.43358 -2.57629
H 2.46316 3.86794 -2.19305
H 3.51431 3.46741 -0.79182
H 1.79534 4.04998 -0.64317
H 3.84921 -2.23186 -1.02095
C -3.06169 -3.64687 0.34261
Se -1.22485 -3.07013 0.62387
C -1.10675 -3.09465 2.56980
C 0.08865 -3.87867 3.05382
Se 1.69251 -2.68776 3.09395
C 1.33641 -1.58607 4.74692
H -3.17683 -4.72136 0.53002
H -3.21803 -3.38413 -0.72136
H -3.72820 -3.09607 0.95667
H -1.98026 -3.63411 2.98454
H -1.17594 -2.04184 2.91231
H 0.40189 -4.63477 2.32381
H -0.04812 -4.47509 3.97751
H 2.29288 -1.11998 5.12879
H 0.93420 -2.29950 5.53049
H 0.49060 -0.90417 4.56612
S -2.97173 0.31651 -4.73230
C -1.74928 -0.89646 -4.84827
C -1.40232 -1.60916 -6.00185
C -0.35483 -2.52221 -5.90931
C 0.35149 -2.73918 -4.72249
C 0.07744 -2.01781 -3.60914
C -0.94033 -1.00864 -3.69360
N -1.36998 -0.21529 -2.66739
C -2.40125 0.58415 -3.09038
C -2.97747 1.59112 -2.25038
C -3.85964 2.53556 -2.72165
C -4.37848 3.50014 -1.85377
C -4.08128 3.44319 -0.50460
C -3.12274 2.53764 -0.05222
C -2.48492 1.67137 -0.91415
H -1.91012 -1.50215 -6.96667
H -0.13377 -3.14351 -6.75266
H 1.14766 -3.48241 -4.82707
H 0.58436 -2.15678 -2.63554
H -4.18476 2.58717 -3.76778
H -5.00465 4.29368 -2.30227
H -4.57460 4.13268 0.17444
H -2.88514 2.46304 1.05025
C -3.15067 -0.09836 3.35039
C -2.21035 0.96381 3.77403
C -2.27050 1.47704 5.01561
C -1.60996 2.66138 5.36289
C -0.72916 3.21788 4.46283
C -0.53253 2.74243 3.18075
C 0.46012 3.44999 2.27026
C -1.20442 1.47380 2.75433
N -0.84996 0.81041 1.77013
H -4.22197 0.16416 3.44411
H -3.04255 -1.00862 3.96625
H -3.00655 -0.41165 2.31374
H -2.99918 0.93899 5.66863
H -1.84653 3.13206 6.32562
H -0.24551 4.13019 4.82556
H 0.22331 4.56008 2.29582
H 0.31218 3.06840 1.25144
H 1.53799 3.34423 2.61894
```

Properties
multiplicity: 2
HOMO-LUMO gap (alpha / beta): 5.0 / 4.9 eV
molecular weight: 883.7 u
HOMO energy (alpha / beta): -0.1020 / -0.0960 Ha
net charge: -1

***

The following is a DFT calculation (the ωB97M-V functional and the def2-TZVPD basis) of a structure of composition C34H37AsN5O5S2Y.

```
85
C34H37AsN5O5S2Y (the ωB97M-V functional and the def2-TZVPD basis)
Y 0.09077 -0.90530 -0.45797
C -1.94155 -4.80251 -0.36560
O -3.23747 -4.22025 -0.20490
C -3.40464 -3.15740 0.62156
C -4.68358 -2.95772 1.09992
C -5.00662 -1.87675 1.92693
C -4.01621 -0.98423 2.26095
C -2.71537 -1.14152 1.75394
C -1.77160 -0.06930 2.03610
N -0.66144 0.13367 1.42396
N 0.06675 1.25438 1.86609
C 1.12870 1.46377 1.11859
O 1.47781 0.79705 0.07888
C 2.03974 2.55718 1.58299
C 3.36143 2.55647 1.14451
C 4.24504 3.53762 1.58110
C 3.80532 4.53240 2.44510
C 2.48144 4.54342 2.87119
C 1.60219 3.55848 2.44546
C -2.37149 -2.24326 0.92877
O -1.15738 -2.39023 0.47496
H -2.12261 -5.77656 -0.81284
H -1.44842 -4.93189 0.59997
H -1.30533 -4.21011 -1.01772
H -5.43883 -3.67889 0.80859
H -6.01766 -1.75375 2.29417
H -4.23089 -0.12949 2.89528
H -2.05855 0.66388 2.79243
H 3.67787 1.78042 0.45740
H 5.27392 3.52930 1.24163
H 4.49164 5.29810 2.78707
H 2.13393 5.32527 3.53547
H 0.57067 3.55287 2.77350
C 3.39389 -4.38652 -3.66430
S 1.63256 -4.64513 -3.41827
C 1.05798 -3.07421 -2.84502
S 2.11578 -1.90947 -2.15987
N -0.23012 -2.96651 -3.05986
N -0.85854 -1.92037 -2.40931
C -1.92672 -1.51962 -2.95509
C -2.76318 -0.48368 -2.32354
C -3.94532 -0.11189 -2.94116
C -4.73699 0.85909 -2.35353
C -4.31636 1.42604 -1.16449
C -3.12134 0.99004 -0.61482
N -2.35003 0.06069 -1.16912
H 3.84083 -5.37956 -3.72126
H 3.81192 -3.84191 -2.82136
H 3.57816 -3.84692 -4.59090
H -2.23295 -1.93373 -3.91243
H -4.23434 -0.59131 -3.86887
H -5.66727 1.16551 -2.81562
H -4.89686 2.18796 -0.66118
H -2.76852 1.41294 0.31789
C 2.16082 1.62814 -3.12568
C 0.86153 1.83761 -2.41220
O 0.09232 0.91631 -2.20033
C 0.48958 3.21737 -1.97346
C -0.43360 3.35979 -0.94461
C -0.79469 4.61985 -0.49852
C -0.25290 5.74912 -1.10306
C 0.66142 5.61403 -2.14011
C 1.04303 4.34853 -2.56550
H 2.41880 0.57457 -3.09356
H 2.94838 2.24167 -2.68776
H 2.03905 1.92216 -4.17444
H -0.84244 2.47266 -0.48349
H -1.49393 4.72324 0.32312
H -0.53823 6.73652 -0.75989
H 1.08188 6.49300 -2.61292
H 1.76929 4.24588 -3.36386
C 1.20455 -1.04428 3.74525
As 1.99460 -2.16601 2.41684
C 1.55710 -3.93682 2.98205
C 3.86950 -1.92621 2.67491
O 1.66244 -1.99723 0.79348
H 1.60602 -1.40497 4.69297
H 0.12403 -1.14850 3.73156
H 1.47120 -0.00502 3.58089
H 2.01614 -4.14406 3.94699
H 1.92112 -4.63004 2.22824
H 0.47398 -4.01925 3.05319
H 4.14826 -2.19190 3.69293
H 4.10631 -0.88142 2.48353
H 4.39428 -2.55126 1.95808
```

Properties
HOMO-LUMO gap: 7.1 eV
molecular weight: 823.7 u
HOMO energy: -0.2638 Ha

***

The following is a DFT calculation (the ωB97M-V functional and the def2-TZVPD basis) of a cluster of 2 separate species, C34H37Cl2N4O2P in total.

```
80
C34H37Cl2N4O2P (the ωB97M-V functional and the def2-TZVPD basis)
C 1.10594 -5.17071 7.27674
C -0.18812 -4.35990 7.31312
C -0.70531 -4.23469 8.73725
C -1.26502 -4.93334 6.38740
C -1.73907 -6.23196 6.58727
C -2.67736 -6.78480 5.71651
C -3.12448 -6.05183 4.61823
C -2.66776 -4.75185 4.39321
C -3.07723 -4.02242 3.10214
C -4.56051 -4.21156 2.77171
C -2.22122 -4.47838 1.92523
C -1.76703 -4.18012 5.31410
N -1.20680 -2.85994 5.05797
C -0.21239 -2.71826 4.10058
C -0.05520 -1.43285 3.70519
N -0.92198 -0.56412 4.34802
C -1.17946 0.74766 3.76624
C -0.47122 1.85810 4.25360
C 0.51266 1.71669 5.42279
C 0.07239 2.56316 6.61134
C 1.94547 2.04008 4.99778
C -0.63154 3.09740 3.62815
C -1.48159 3.23268 2.53312
C -2.14729 2.11736 2.02679
C -1.99201 0.86187 2.62004
C -2.63164 -0.36601 1.95002
C -1.78037 -0.85426 0.78251
C -4.05969 -0.08722 1.47173
P -1.81602 -1.33703 5.62116
H 1.47628 -5.25362 6.24861
H 1.87160 -4.67402 7.88374
H 0.93954 -6.18234 7.66803
H 0.03975 -3.35067 6.95391
H -1.68630 -3.75265 8.74695
H -0.79231 -5.21710 9.22059
H -0.01846 -3.59600 9.30942
H -1.35948 -6.81270 7.43129
H -3.05125 -7.79382 5.88261
H -3.82706 -6.50322 3.91335
H -2.90296 -2.94870 3.25592
H -5.18756 -4.04357 3.65389
H -4.86411 -3.49367 1.99916
H -4.75548 -5.22204 2.39148
H -1.15586 -4.29214 2.10256
H -2.35102 -5.55742 1.76136
H -2.51519 -3.95422 1.00738
H 0.31653 -3.59072 3.75526
H 0.63187 -1.04663 2.96609
H 0.48347 0.66708 5.73232
H -0.85884 2.16537 7.03816
H 0.82840 2.55665 7.40350
H -0.10769 3.60636 6.32129
H 2.24189 1.41145 4.14972
H 2.03738 3.09088 4.69504
H 2.64382 1.84984 5.82186
H -0.07365 3.95866 4.00310
H -1.61841 4.20531 2.06133
H -2.78367 2.21914 1.14564
H -2.67941 -1.16898 2.69848
H -0.77166 -1.13541 1.10585
H -2.24484 -1.72495 0.30311
H -1.68277 -0.05910 0.02993
H -4.64681 0.41470 2.24838
H -4.05966 0.54170 0.57268
H -4.56152 -1.03142 1.22514
H -0.78648 -1.15561 6.63487
N -2.29738 -1.68448 9.81959
C -1.31084 -1.06214 9.70620
C -0.13369 -0.26864 9.62609
C -0.26214 1.09604 9.74797
C -1.55314 1.68657 9.90135
N -2.60720 2.17363 10.06362
C 0.89219 2.00537 9.86081
O 0.73039 3.22630 9.88833
C 2.22414 1.34508 9.93387
Cl 3.54295 2.38932 10.17670
C 2.35293 -0.01524 9.88919
Cl 3.84915 -0.79028 10.11262
C 1.18576 -0.91605 9.69420
O 1.31817 -2.13568 9.58891
```

Properties
HOMO-LUMO gap: 3.7 eV
molecular weight: 635.6 u
SMILES: CC(C)c1cccc(C(C)C)c1N1C=CN(c2c(C(C)C)cccc2C(C)C)P1.N#CC1=C(C#N)C(=O)C(Cl)=C(Cl)C1=O
HOMO energy: -0.2600 Ha

***

The following is a DFT calculation (the ωB97M-V functional and the def2-TZVPD basis) of a structure of composition C34H37Cl5N3PPtS.

```
82
C34H37Cl5N3PPtS (the ωB97M-V functional and the def2-TZVPD basis)
Pt 0.03848 -0.88600 0.13198
C 3.42934 -0.43186 0.92562
C 3.35714 -1.24720 -0.36573
C 4.60271 -1.00488 -1.21672
P 1.77976 -0.87071 -1.24051
C 1.81316 -1.85071 -2.78535
C 2.00970 -3.34584 -2.53604
C 0.52912 -1.58493 -3.57247
C 1.90030 0.85911 -1.71370
C 2.75392 1.36065 -2.69689
C 2.77874 2.70110 -3.03002
C 3.70414 3.23830 -4.08775
C 1.90217 3.54561 -2.33546
C 1.04595 3.07965 -1.36277
C 1.01640 1.70951 -1.01572
N 0.15627 1.20217 -0.05758
C -1.03091 1.95923 0.15371
C -1.14727 2.82465 1.24888
C 0.02842 3.14401 2.13905
C -2.35243 3.48664 1.47224
C -3.44193 3.33176 0.62772
C -4.75289 4.01070 0.91496
C -3.27783 2.53899 -0.50273
C -2.08778 1.87406 -0.76739
C -1.91022 1.14504 -2.07098
H 4.40339 -0.57739 1.39865
H 2.65334 -0.72515 1.63032
H 3.31296 0.63465 0.71327
H 3.30219 -2.31075 -0.11535
H 4.75792 0.06156 -1.39077
H 4.56365 -1.51029 -2.18361
H 5.47632 -1.38565 -0.68403
H 2.66428 -1.47176 -3.35892
H 1.15152 -3.77022 -2.01097
H 2.90618 -3.56168 -1.95246
H 2.10248 -3.86355 -3.49262
H -0.34112 -1.94484 -3.01931
H 0.56183 -2.11038 -4.52918
H 0.38914 -0.52040 -3.77018
H 3.40551 0.67935 -3.23691
H 4.16478 2.42756 -4.65299
H 4.50816 3.83457 -3.64916
H 3.17258 3.87877 -4.79401
H 1.88881 4.60342 -2.57808
H 0.37141 3.76713 -0.86905
H -0.03960 2.65148 3.11235
H 0.06223 4.21675 2.33444
H 0.96696 2.84581 1.67330
H -2.42978 4.16055 2.32131
H -4.60247 4.95326 1.44266
H -5.38974 3.38073 1.54088
H -5.30003 4.21785 -0.00494
H -4.09488 2.44954 -1.21211
H -2.87395 0.93059 -2.53369
H -1.36560 0.21006 -1.94134
H -1.33020 1.76046 -2.76472
Cl -2.46188 -2.30337 -1.35337
C -1.34720 -3.42130 -0.61337
C -0.26184 -2.91940 0.10917
C 0.48472 -3.87164 0.79517
Cl 1.73585 -3.32993 1.87495
C 0.25939 -5.24311 0.69428
Cl 1.25455 -6.37093 1.53201
C -0.78736 -5.70534 -0.10025
Cl -1.07281 -7.39355 -0.26690
C -1.61383 -4.78441 -0.73962
Cl -2.94776 -5.34553 -1.67475
N -3.04285 0.49586 6.32208
C -3.15805 -0.68323 5.68480
S -3.91807 -1.98521 6.32139
C -2.49628 -0.72475 4.34541
C -2.97446 -1.56533 3.34888
C -2.35071 -1.57562 2.11735
N -1.29725 -0.80887 1.83375
C -0.81995 -0.01040 2.79832
C -1.38520 0.06121 4.05353
H -3.49670 0.59496 7.21441
H -2.74519 1.32647 5.83905
H -3.82588 -2.20223 3.53552
H -2.71321 -2.21200 1.31983
H 0.04580 0.57667 2.53208
H -0.92655 0.69987 4.79721
```

Properties
HOMO-LUMO gap: 6.2 eV
molecular weight: 923.1 u
HOMO energy: -0.2593 Ha

***

Which value of molecular weight does entry 3 give?
635.6 u